No. 1
A molecular structure, C9H23N4O8PRuS. Source: OMol25; level of theory: ωB97M-V/def2-TZVPD.

net charge = 0
ΔE to the lowest compared entry with this formula, charge and spin = 0.0 kJ/mol
HOMO (spin up / spin down) = -0.312 / -0.362 Eh
orbital gap (spin up / spin down) = 8.10 / 8.47 eV
lowest unoccupied orbital energy (spin up / spin down) = -0.0141 / -0.0510 hartree
multiplicity = 5
expectation value of S² = 6.019

Geometry as XYZ:
```
47
Properties=species:S:1:pos:R:3:mulliken_charge:R:1
Ru -0.612 2.879 -0.345 0.70
S -0.354 3.155 2.072 -0.28
P 0.068 -0.363 -0.860 0.86
O -0.584 0.848 -0.209 -0.15
O -2.348 2.927 -0.234 -0.42
O 0.825 -1.240 0.263 -0.40
O -0.825 6.982 -0.683 -0.60
O -0.348 4.886 -0.627 -0.55
O -2.332 5.617 -0.008 -0.51
O 1.038 -0.095 -1.936 -0.95
O -1.143 -1.307 -1.305 -0.29
N 2.031 3.129 3.096 -0.40
N 1.525 2.755 -0.422 -0.47
N 2.053 2.872 0.887 -0.25
N -1.231 5.871 -0.428 1.02
C 0.372 -0.230 2.446 -1.56
C 1.320 3.046 1.993 0.98
C -1.085 -1.664 -3.707 -1.74
C 0.163 -3.216 -2.177 -1.51
C -2.317 -3.154 -2.156 -1.64
C -0.959 -2.191 1.653 -1.54
C -1.055 -2.317 -2.334 1.65
C 1.460 -2.440 2.168 -1.84
C 0.396 -1.498 1.612 1.85
H -2.339 -3.616 -1.167 0.34
H -0.953 -3.087 1.033 0.28
H 0.124 -4.029 -2.901 0.51
H -1.194 -2.416 -4.489 0.47
H 1.901 3.512 -0.979 0.38
H -1.752 -1.541 1.281 0.32
H 3.049 2.823 0.985 0.19
H 1.530 -3.342 1.560 0.42
H -1.918 -0.965 -3.776 0.36
H 2.441 -1.963 2.147 0.40
H -2.375 -3.939 -2.907 0.42
H 1.797 1.851 -0.806 0.32
H 0.339 -0.471 3.508 0.50
H 3.029 3.066 3.086 0.17
H 1.091 -2.667 -2.335 0.31
H -3.206 -2.527 -2.235 0.38
H -0.171 -1.104 -3.901 0.32
H -0.504 0.379 2.225 0.24
H 1.261 0.375 2.250 0.28
H 1.234 -2.728 3.194 0.40
H 0.203 -3.646 -1.175 0.26
H 1.565 3.257 3.968 0.22
H -1.208 -2.478 2.674 0.53
```

No. 2
2 unconnected molecules or ions with the total composition C9H23O6PS. Source: OMol25; level of theory: ωB97M-V/def2-TZVPD.

net charge = 0
HOMO = -0.316 Eh
orbital gap = 9.32 eV
SMILES = CCOS(C)(=O)=O.CCOCCOPOCC
lowest unoccupied orbital energy = 0.0260 hartree

Geometry as XYZ:
```
40
Properties=species:S:1:pos:R:3:mulliken_charge:R:1
S -4.105 1.016 -2.085 1.18
P 0.706 1.476 0.888 0.20
O -2.984 0.474 -1.379 -0.61
O -0.177 1.034 2.190 -0.29
O -5.395 1.005 -1.472 -0.62
O -4.187 0.322 -3.512 -0.32
O 2.057 1.970 1.699 -0.32
O 5.367 0.561 1.562 -0.37
C -0.623 -0.315 2.337 -0.21
C 3.322 1.661 1.121 -0.65
C 6.094 -0.428 2.259 -0.24
C -5.466 -1.756 -3.175 -0.98
C -1.271 -0.916 1.091 -0.99
C 4.061 0.729 2.059 -0.26
C -3.732 2.641 -2.640 -0.98
C -4.142 -1.123 -3.551 -0.31
C 5.688 -1.859 1.868 -1.04
H 6.535 -2.403 1.453 0.32
H -0.540 -1.487 0.518 0.33
H -1.354 -0.292 3.146 0.33
H -6.274 -1.335 -3.771 0.27
H -2.045 -1.625 1.391 0.38
H 4.895 -1.823 1.124 0.31
H -5.703 -1.591 -2.125 0.29
H -3.879 -1.357 -4.580 0.27
H 5.999 -0.279 3.339 0.29
H 1.223 0.183 0.532 0.00
H 3.891 2.583 0.998 0.28
H 5.328 -2.421 2.729 0.29
H -4.520 2.967 -3.314 0.36
H 4.074 1.179 3.057 0.26
H -3.331 -1.471 -2.910 0.30
H 3.226 1.203 0.134 0.36
H -1.728 -0.162 0.457 0.28
H 3.532 -0.229 2.117 0.26
H 7.142 -0.261 2.010 0.34
H 0.204 -0.944 2.680 0.22
H -3.702 3.274 -1.756 0.37
H -5.419 -2.831 -3.353 0.39
H -2.766 2.629 -3.135 0.31
```

No. 3
A molecular structure, C9H24BF16N3O3P2. Source: OMol25; level of theory: ωB97M-V/def2-TZVPD.

net charge = 0
ΔE to the lowest compared entry with this formula, charge and spin = 50.7 kJ/mol
HOMO = -0.429 Eh
orbital gap = 11.70 eV
lowest unoccupied orbital energy = 0.0014 hartree

Geometry as XYZ:
```
58
Properties=species:S:1:pos:R:3:mulliken_charge:R:1
P -1.611 3.872 -0.737 1.36
P 3.844 -3.089 -1.236 1.36
F -0.974 5.352 -0.778 -0.35
F 3.344 -4.334 -2.143 -0.37
F -1.309 3.738 -2.345 -0.35
F -0.159 3.188 -0.456 -0.37
F -1.405 0.303 -0.506 -0.47
F 5.323 -3.703 -1.300 -0.33
F -1.866 3.938 0.877 -0.14
F 4.378 -1.873 -0.286 -0.37
F -1.107 -1.681 0.597 -0.31
F 3.535 -3.979 0.110 -0.46
F 4.104 -2.172 -2.530 -0.37
F -0.284 -1.487 -1.492 -0.33
F 2.331 -2.502 -1.155 -0.55
F -2.264 2.389 -0.758 -0.34
F -3.074 4.478 -1.020 -0.40
F 0.692 -0.330 0.218 -0.55
O 1.073 -1.872 3.400 -0.45
O -0.133 1.022 -4.872 -0.46
O -3.913 0.883 2.231 -0.47
N -1.994 2.053 1.560 0.22
N 1.280 -2.948 1.365 1.10
N 0.221 1.181 -2.568 0.73
C 3.156 -2.996 3.034 -1.03
C 1.754 -2.559 2.708 0.68
C -2.039 0.628 -3.476 -0.71
C -3.370 1.929 2.148 0.63
C -0.624 0.984 -3.799 0.76
C 1.690 1.027 -2.767 -0.92
C 0.464 -4.214 1.370 -0.77
C -4.038 3.274 2.332 -1.08
C -0.949 1.556 2.555 -1.08
B -0.524 -0.786 -0.311 0.05
H -4.940 3.125 2.922 0.36
H 3.186 -4.090 3.065 0.34
H -0.109 0.597 -1.804 -0.44
H -3.337 3.911 2.877 0.34
H -2.584 1.519 -3.156 0.17
H 3.527 -2.707 4.013 0.37
H -0.024 2.097 -2.176 0.12
H -1.147 1.995 3.527 0.34
H 3.846 -2.642 2.265 0.22
H 2.127 1.857 -3.310 0.37
H -0.008 1.833 2.088 0.35
H 0.803 -2.126 0.970 -0.12
H 1.897 0.070 -3.237 0.45
H 2.047 -3.112 0.695 -0.04
H 2.146 0.976 -1.780 0.32
H -2.104 -0.129 -2.699 0.13
H -1.792 3.042 1.385 0.63
H 1.050 -5.122 1.261 0.29
H -1.024 0.472 2.568 0.41
H -0.223 -4.159 0.531 0.27
H -2.520 0.261 -4.380 0.43
H -4.347 3.739 1.396 0.25
H -0.065 -4.198 2.320 0.41
H -1.958 1.521 0.685 0.17
```

No. 4
3 unconnected molecules or ions with the total composition C9H24FN2O2P. Source: OMol25; level of theory: ωB97M-V/def2-TZVPD.

net charge = 0
HOMO = -0.289 Eh
orbital gap = 8.54 eV
SMILES = C[PH3]CCF.CN(C)C=O.CN(C)C=O
lowest unoccupied orbital energy = 0.0251 hartree

Geometry as XYZ:
```
39
Properties=species:S:1:pos:R:3:mulliken_charge:R:1
P -0.851 -1.284 -3.288 0.49
F -3.077 -2.922 -4.306 -0.31
O 0.294 -1.606 0.425 -0.57
O 1.605 3.068 2.594 -0.58
N 2.455 -1.178 0.987 0.18
N -0.611 3.043 3.103 0.12
C 3.700 -1.667 1.544 -0.95
C -1.957 3.449 2.751 -0.92
C -3.687 -1.966 -3.514 -0.20
C 1.361 -1.962 0.881 0.06
C 0.459 3.380 2.348 0.12
C -0.400 2.250 4.300 -0.91
C -2.678 -1.027 -2.795 -0.93
C 0.999 -1.660 -3.669 -1.22
C 2.376 0.198 0.526 -0.82
H -1.953 4.034 1.833 0.29
H -4.309 -2.482 -2.775 0.25
H 0.192 3.979 1.463 0.29
H 1.597 0.722 1.080 0.22
H -1.078 -0.830 -4.628 0.00
H 0.268 2.784 4.979 0.31
H 3.328 0.701 0.677 0.39
H -2.579 2.563 2.604 0.34
H 1.493 -1.757 -2.686 0.25
H 3.603 -2.709 1.842 0.30
H -1.010 -2.675 -2.997 -0.01
H 2.119 0.212 -0.535 0.20
H -0.446 -0.285 -2.338 -0.03
H 0.067 1.301 4.033 0.25
H 1.525 -2.985 1.256 0.30
H 4.492 -1.584 0.796 0.33
H -4.300 -1.358 -4.191 0.22
H -1.349 2.062 4.796 0.38
H -2.378 4.055 3.556 0.34
H 1.470 -0.906 -4.317 0.35
H 1.032 -2.656 -4.140 0.40
H -2.732 -1.252 -1.713 0.30
H -3.002 0.023 -2.902 0.45
H 3.967 -1.070 2.418 0.33
```

Per-record largest force on an atom, eV Å⁻¹: 2.2, 0.5, 10.6, 1.4
Per-record calculated total energy, eV: -54750.89991, -42113.85114, -83085.40869, -28800.95559